Entry 1:
{"formula": "C24H58F12N4O6P3", "method": "ωB97M-V/def2-TZVPD", "elements": ["N", "H", "H", "H", "H", "N", "O", "O", "O", "N", "O", "O", "O", "C", "C", "C", "C", "P", "C", "C", "C", "C", "C", "C", "C", "C", "C", "C", "C", "C", "H", "H", "H", "H", "H", "H", "H", "H", "H", "H", "H", "H", "H", "H", "H", "H", "H", "H", "H", "H", "H", "H", "H", "H", "H", "H", "H", "H", "H", "H", "H", "H", "H", "H", "H", "H", "C", "C", "C", "N", "C", "C", "C", "C", "C", "H", "H", "H", "H", "H", "H", "H", "H", "H", "H", "H", "H", "H", "H", "H", "H", "H", "H", "P", "F", "F", "F", "F", "F", "F", "P", "F", "F", "F", "F", "F", "F"], "positions_angstrom": [[-20.13728, -18.95074, 4.97739], [-19.29484, -19.17215, 4.46615], [-20.89341, -18.67185, 4.36864], [-19.91719, -18.13701, 5.53374], [-20.44510, -19.80057, 5.42809], [-21.19526, -24.93540, 8.14958], [-21.18955, -24.07377, 7.37869], [-20.31584, -25.73777, 8.11244], [-22.02533, -25.03846, 9.01219], [-13.57799, -20.19900, 2.11015], [-13.03217, -20.39658, 1.04519], [-12.95649, -20.21338, 3.16054], [-14.76637, -20.02601, 2.11831], [-7.82939, -15.81192, -1.05177], [-6.94312, -16.22761, 0.14367], [-6.87089, -15.23408, 1.34245], [-8.07578, -15.11791, 2.22005], [-7.91670, -14.84023, 4.06959], [-6.85066, -13.49785, 4.55210], [-7.34886, -12.19347, 4.03808], [-6.27104, -11.05405, 4.22827], [-6.65801, -9.56813, 4.47664], [-9.58474, -14.55932, 4.73140], [-10.73290, -13.86543, 3.85246], [-12.03805, -13.67732, 4.65620], [-11.95779, -12.79445, 5.83024], [-7.31613, -16.33396, 4.89271], [-5.99915, -16.99554, 4.59563], [-4.75456, -16.31341, 4.75827], [-4.49432, -15.78513, 6.25095], [-7.59789, -14.76652, -1.25588], [-8.85271, -15.79897, -0.67660], [-7.63007, -16.41868, -1.93506], [-5.89334, -16.33188, -0.13053], [-7.10261, -17.26591, 0.43450], [-6.90742, -14.25530, 0.86414], [-5.96703, -15.38170, 1.93350], [-8.73387, -15.97090, 2.05447], [-8.68529, -14.26043, 1.93484], [-5.94877, -13.73342, 3.98712], [-6.63476, -13.63288, 5.61193], [-8.12749, -11.94490, 4.75923], [-7.88874, -12.24615, 3.09264], [-5.71566, -11.14414, 3.29471], [-5.70352, -11.26118, 5.13553], [-7.46169, -9.54013, 5.21245], [-7.07521, -9.13432, 3.56787], [-5.89128, -8.93295, 4.92023], [-9.44279, -14.10961, 5.71410], [-10.03529, -15.52443, 4.96307], [-10.99106, -14.44464, 2.96592], [-10.42488, -12.85792, 3.57291], [-12.56174, -14.61900, 4.82068], [-12.77815, -13.36060, 3.92132], [-11.46323, -13.23026, 6.69833], [-12.84830, -12.38987, 6.31129], [-11.35132, -11.91967, 5.59563], [-8.04881, -17.12494, 4.73259], [-7.28072, -16.04576, 5.94332], [-6.15088, -17.38162, 3.58765], [-6.04840, -17.91869, 5.17310], [-4.59920, -15.60478, 3.94476], [-3.93979, -16.96768, 4.44815], [-3.65254, -15.10130, 6.35998], [-4.18400, -16.69630, 6.76237], [-5.42752, -15.59514, 6.78118], [-9.27453, -22.67938, 10.55645], [-10.73959, -22.85885, 10.88099], [-11.63164, -22.02914, 10.01209], [-13.12492, -22.08005, 10.44665], [-13.75107, -23.46422, 10.00716], [-13.92585, -20.82586, 9.87200], [-15.18504, -20.74613, 10.75677], [-14.81937, -21.59712, 12.05841], [-13.38973, -22.05739, 11.96155], [-8.88503, -21.66364, 10.62474], [-9.05553, -23.04869, 9.55458], [-8.70342, -23.23942, 11.29693], [-10.86203, -22.36948, 11.84724], [-10.97448, -23.92316, 10.86797], [-11.49334, -22.23220, 8.95014], [-11.22469, -21.02332, 10.11604], [-13.46377, -23.54809, 8.95905], [-14.80603, -23.25777, 10.18753], [-13.25619, -24.27994, 10.53423], [-14.12561, -21.17586, 8.85923], [-13.31321, -19.93379, 10.00238], [-15.94782, -21.34058, 10.25389], [-15.44988, -19.69435, 10.86508], [-15.55374, -22.36507, 12.30141], [-14.93397, -20.96612, 12.93977], [-13.01011, -22.96048, 12.43948], [-12.73296, -21.29665, 12.38348], [-23.98395, -19.47780, -0.02885], [-24.29110, -19.23977, 1.55220], [-22.80513, -20.42793, 0.45922], [-24.90939, -20.79209, 0.05757], [-23.68101, -19.67148, -1.62225], [-25.17812, -18.59425, -0.42413], [-23.06221, -18.16113, 0.03368], [-21.98577, -14.59412, 9.01630], [-21.74936, -15.99678, 9.74306], [-23.01775, -15.35580, 8.03515], [-23.24035, -14.17045, 9.96593], [-22.18683, -13.13675, 8.27932], [-20.99244, -13.98769, 10.12480], [-20.68076, -14.92462, 8.09180]], "forces_ev_per_angstrom": [[0.095, 0.145, -0.615], [0.241, -0.169, -0.721], [-0.354, 0.100, -0.826], [-0.187, 0.027, 1.068], [-0.124, -0.187, 0.989], [0.028, -2.249, 2.544], [-0.738, 6.585, -5.325], [4.407, -4.283, -0.091], [-3.485, 0.068, 2.936], [0.007, -0.449, -0.422], [2.039, -0.327, -2.226], [1.852, 0.143, 2.419], [-3.735, 0.799, 0.472], [0.637, 0.560, 1.632], [1.045, -0.387, 0.292], [-0.087, 0.335, -1.128], [-1.305, 0.119, 1.558], [-0.897, -1.399, -1.192], [0.894, -1.225, -1.661], [-0.987, 2.511, 2.503], [-0.204, 0.102, -0.495], [-1.484, -0.864, -0.409], [-1.309, -0.163, -0.729], [0.538, 0.246, 1.395], [-1.045, -1.290, -1.641], [0.756, 1.184, 1.672], [-0.296, 0.456, 0.744], [-2.315, -2.196, -1.317], [2.930, 1.945, 0.794], [0.016, -2.021, -1.431], [0.080, 0.053, -0.391], [-0.265, -0.410, -0.648], [-0.435, -0.004, 0.202], [0.140, 0.405, -0.606], [-0.747, -0.006, 0.415], [1.194, 0.178, -0.066], [0.164, 0.057, -0.270], [-0.209, -0.243, 0.579], [-0.133, 0.063, -0.134], [0.570, -0.179, 0.255], [-0.062, 0.499, 0.037], [-0.572, 0.310, -0.061], [0.596, 0.090, -0.318], [0.898, 0.242, 0.404], [0.431, -0.786, -0.387], [-0.211, -0.039, 0.084], [0.200, 0.309, 0.054], [0.380, -0.352, -0.471], [-0.089, 0.458, -0.055], [0.343, -0.403, -0.019], [0.433, -0.088, 0.025], [0.204, -0.020, -0.300], [0.645, -0.573, 0.754], [0.152, 0.989, -0.173], [0.317, -0.442, -0.080], [-0.514, -0.276, -0.716], [0.058, 0.239, -0.125], [-0.435, 0.297, 0.224], [-0.592, -0.047, 0.272], [0.584, -0.039, -0.397], [0.234, -0.056, 0.354], [-0.386, 0.986, 0.341], [0.091, -0.489, 0.591], [-0.581, 0.372, -0.039], [0.296, -0.098, 0.164], [0.175, 0.984, -0.171], [0.551, -0.328, -0.261], [0.068, 0.578, 0.530], [-0.407, 0.445, 0.044], [0.882, -0.623, 0.020], [0.960, 2.470, -0.682], [0.133, -2.252, 0.976], [0.951, -1.875, -0.134], [-1.097, 1.257, 0.811], [1.250, 1.197, -0.859], [-0.415, 0.218, -0.040], [0.202, -0.102, 0.039], [0.117, -0.186, -0.237], [-0.092, -0.853, 0.541], [-0.164, 0.072, 0.293], [-0.737, -0.365, -0.088], [-0.677, 0.393, 0.171], [-0.629, -0.124, -0.096], [0.057, -1.040, -0.204], [-0.455, 0.295, 0.350], [0.080, 0.870, -0.180], [0.261, -0.363, -0.409], [-0.409, 0.669, 0.007], [-0.296, -0.367, 0.421], [0.113, -0.297, -0.693], [0.287, 0.200, 0.009], [-0.769, -0.299, -0.291], [0.007, 0.349, -0.177], [0.452, -0.952, 1.196], [-0.472, 0.453, 0.817], [1.832, -0.216, -0.685], [-0.788, -0.367, -0.855], [0.578, -0.543, 0.556], [-2.537, 1.465, -0.537], [1.070, 0.219, -0.391], [-0.544, 0.687, 0.650], [-0.380, -1.122, 0.586], [0.397, 0.545, -0.679], [0.067, -0.556, 0.121], [0.536, -0.968, -0.134], [0.498, 1.114, 0.124], [-0.371, 0.204, -0.746]], "mulliken_charge": [-0.4995, 0.3775, 0.3756, 0.3688, 0.3762, 1.1048, -0.6918, -0.7129, -0.6998, 1.0205, -0.6596, -0.7109, -0.6497, -1.1406, -0.9441, -0.2893, -1.2049, 1.1476, -0.6786, -0.7925, -0.5004, -1.3396, -1.4958, -0.5306, -0.7865, -1.1589, -1.0834, -0.9196, -0.3370, -1.3498, 0.3078, 0.3004, 0.3785, 0.4385, 0.4083, 0.2777, 0.2419, 0.6852, 0.6802, 0.3314, 0.6961, 0.2753, 0.5082, 0.3798, 0.3200, 0.3386, 0.3365, 0.3643, 0.5282, 0.6217, 0.4226, 0.2952, 0.4327, 0.4069, 0.2623, 0.4026, 0.2670, 0.4589, 0.5036, 0.3300, 0.4264, 0.1772, 0.5118, 0.3321, 0.4120, 0.3438, -1.5311, 0.0723, -0.8007, 0.0199, -0.8916, -0.4403, -0.6063, -0.9325, -0.5727, 0.3705, 0.3800, 0.3872, 0.2429, 0.2357, 0.4973, 0.2839, 0.3733, 0.4593, 0.3203, 0.4146, 0.3678, 0.3239, 0.3782, 0.3379, 0.3685, 0.4998, 0.4419, 1.1292, -0.3800, -0.3453, -0.3579, -0.3652, -0.3225, -0.3576, 1.1328, -0.3466, -0.3403, -0.3609, -0.3587, -0.3533, -0.3725], "total_energy_ev": -104548.26264, "homo_ev": -3.870, "charge": -1, "homo_lumo_gap_ev": 3.51}

***

Entry 2:
{"formula": "C24H58F3NO14P4S", "method": "ωB97M-V/def2-TZVPD", "elements": ["C", "C", "C", "C", "P", "C", "N", "S", "O", "O", "C", "F", "F", "F", "H", "H", "H", "H", "H", "H", "H", "H", "H", "H", "H", "H", "H", "C", "C", "O", "P", "O", "O", "C", "C", "O", "C", "C", "H", "H", "H", "H", "H", "H", "H", "H", "H", "H", "H", "H", "H", "H", "H", "C", "C", "O", "P", "O", "O", "C", "C", "O", "C", "C", "H", "H", "H", "H", "H", "H", "H", "H", "H", "H", "H", "H", "H", "H", "H", "C", "C", "O", "P", "O", "O", "C", "C", "O", "C", "C", "H", "H", "H", "H", "H", "H", "H", "H", "H", "H", "H", "H", "H", "H", "H"], "positions_angstrom": [[-1.66462, -3.77351, 1.31524], [-3.14937, -3.61921, 0.89679], [-3.77613, -4.99823, 0.58928], [-4.76054, -5.03727, -0.58594], [-6.40593, -4.23683, -0.44144], [-6.15446, -2.42663, -0.10202], [-5.99918, -2.06654, 1.31877], [-7.34039, -5.02996, 1.35598], [-8.13974, -6.15563, 0.94372], [-6.44399, -5.33204, 2.44422], [-8.56616, -3.77648, 2.04637], [-8.96378, -2.91059, 1.12080], [-8.07450, -3.14893, 3.08508], [-9.61087, -4.45750, 2.47010], [-1.42984, -4.79284, 1.61523], [-0.98875, -3.41414, 0.53965], [-1.50637, -3.13012, 2.18403], [-3.25520, -2.91084, 0.07433], [-3.65367, -3.25233, 1.79173], [-2.94668, -5.65980, 0.31509], [-4.18948, -5.40316, 1.51114], [-4.90729, -6.06346, -0.92747], [-4.29327, -4.51167, -1.42814], [-7.01854, -1.90992, -0.51652], [-5.28187, -2.16369, -0.70561], [-6.72569, -1.38758, 1.52465], [-5.13444, -1.55194, 1.43548], [5.81105, -1.94808, 3.53162], [5.73770, -2.13855, 2.02695], [4.40882, -2.30878, 1.55832], [3.41984, -1.00269, 1.26998], [4.32139, -0.28224, 0.32738], [2.34121, -1.68912, 0.27788], [2.17178, -1.17374, -1.04737], [3.11264, -1.83566, -2.03628], [2.50520, -1.41329, 2.55064], [2.56807, -0.78073, 3.83357], [2.91231, 0.69499, 3.78376], [5.39541, -0.98035, 3.82524], [6.84818, -1.97412, 3.86924], [5.25559, -2.73192, 4.04694], [6.21879, -1.30165, 1.51729], [6.27624, -3.04719, 1.75341], [2.29001, -0.09090, -1.05633], [1.13802, -1.37744, -1.32985], [4.11600, -1.93968, -1.62590], [3.17220, -1.25860, -2.95978], [2.76634, -2.84136, -2.27975], [3.27116, -1.32546, 4.46642], [1.58680, -0.91019, 4.29096], [3.76604, 0.89584, 3.12628], [3.16078, 1.05596, 4.78139], [2.06594, 1.27679, 3.41649], [7.08600, 0.28847, -0.87588], [7.52340, -0.04373, -2.28951], [7.55616, 1.10975, -3.13367], [8.83336, 2.09271, -3.11777], [10.06457, 1.30112, -3.25866], [8.62884, 2.83835, -4.53190], [9.62249, 2.76049, -5.55190], [9.40186, 1.57174, -6.46806], [8.23203, 3.34754, -2.32869], [8.44467, 3.60053, -0.93106], [9.79153, 3.14141, -0.40472], [7.85550, 0.87088, -0.35908], [6.92396, -0.62299, -0.30530], [6.16255, 0.86289, -0.87916], [8.49700, -0.54011, -2.28605], [6.80608, -0.72982, -2.73985], [10.61984, 2.73781, -5.11404], [9.55262, 3.68644, -6.12445], [9.13983, 0.67700, -5.90461], [10.29684, 1.36349, -7.05562], [8.57610, 1.76495, -7.15492], [7.62820, 3.15147, -0.36049], [8.35028, 4.67806, -0.79735], [10.03688, 2.12548, -0.72605], [9.79101, 3.16239, 0.68501], [10.58746, 3.79963, -0.75437], [-8.01760, 4.20135, -2.35942], [-6.90104, 3.22646, -2.03768], [-6.19875, 3.58032, -0.84509], [-6.78221, 3.16760, 0.60116], [-7.12452, 1.73558, 0.59592], [-5.43876, 3.29003, 1.48586], [-4.93265, 2.15203, 2.17584], [-3.97563, 1.35335, 1.31316], [-7.30562, 4.57936, 1.12861], [-8.67860, 5.00539, 1.07870], [-9.69052, 3.88629, 1.23448], [-8.83328, 4.11530, -1.63713], [-8.43155, 3.99346, -3.34655], [-7.65019, 5.22754, -2.34241], [-7.28972, 2.20799, -1.96300], [-6.16382, 3.24012, -2.83985], [-5.75132, 1.52724, 2.53193], [-4.41524, 2.52099, 3.06211], [-4.34159, 1.24624, 0.29200], [-3.82194, 0.35759, 1.73445], [-3.00567, 1.84794, 1.24293], [-8.84549, 5.55815, 0.15146], [-8.80459, 5.72564, 1.88627], [-9.45682, 3.02558, 0.60129], [-10.68438, 4.24434, 0.96726], [-9.72432, 3.53717, 2.26679]], "forces_ev_per_angstrom": [[-0.452, 0.846, 0.089], [0.235, -0.895, 0.849], [0.654, 0.071, -0.428], [0.347, 0.099, 1.093], [-0.904, 0.322, -1.614], [0.157, -0.343, 0.675], [-0.043, 0.518, -0.395], [0.659, -1.547, 1.092], [-0.318, 0.534, -0.678], [0.271, 0.718, 0.041], [0.021, -0.463, 0.049], [0.048, 0.366, -0.345], [0.443, 0.571, 0.295], [-0.548, -0.410, -0.077], [0.075, -0.009, -0.124], [0.122, -0.329, -0.031], [0.285, -0.088, -0.029], [-0.030, 0.008, 0.010], [-0.286, 0.370, -0.354], [-0.108, -0.070, -0.065], [-0.209, -0.053, -0.142], [-0.245, 0.046, 0.073], [-0.249, 0.067, -0.078], [0.018, -0.119, -0.174], [-0.056, 0.096, -0.041], [0.039, -0.037, 0.182], [0.069, -0.153, 0.118], [-0.066, 0.110, -0.005], [0.134, -0.129, -0.077], [-0.050, 0.376, 0.468], [1.100, -7.150, -2.960], [-0.838, 3.131, 1.969], [-0.410, 0.779, 0.474], [0.065, 0.008, -0.374], [0.030, -0.282, -0.009], [-0.161, 3.158, 0.343], [-0.025, -0.067, 0.543], [-0.151, 0.028, -0.162], [0.028, -0.002, 0.016], [0.008, -0.008, -0.021], [0.021, -0.030, -0.008], [-0.030, 0.015, -0.018], [-0.048, -0.012, -0.059], [0.149, -0.012, 0.069], [-0.025, -0.076, 0.157], [0.007, 0.201, 0.051], [-0.036, 0.007, 0.003], [-0.024, 0.016, -0.015], [0.114, -0.021, -0.166], [-0.044, -0.056, -0.138], [0.061, -0.042, 0.114], [0.023, 0.002, -0.003], [0.034, 0.011, -0.062], [0.269, 0.270, -0.124], [-0.096, -0.376, 0.205], [0.367, 0.188, 0.556], [-2.436, -0.155, -4.348], [0.671, 0.565, 2.217], [-0.087, 0.146, 0.237], [0.201, -0.110, -0.235], [-0.239, -0.048, -0.109], [1.683, -0.392, 1.291], [-0.204, 0.092, 0.514], [0.104, 0.032, -0.139], [0.002, -0.037, 0.001], [-0.034, -0.042, -0.056], [-0.049, -0.068, 0.017], [0.034, 0.086, -0.104], [-0.010, 0.088, -0.108], [-0.043, -0.133, 0.119], [-0.126, 0.040, 0.083], [0.175, 0.013, 0.124], [0.001, 0.030, -0.005], [0.014, 0.010, -0.007], [0.006, -0.152, -0.138], [-0.027, 0.008, -0.175], [-0.047, 0.024, 0.094], [-0.042, 0.026, 0.010], [0.025, -0.065, -0.052], [-0.056, -0.004, 0.164], [-0.086, -0.065, -0.391], [-0.684, 0.005, 0.191], [4.954, 0.372, -0.189], [-2.280, 0.501, 0.200], [-0.254, 0.206, -0.004], [0.131, -0.309, 0.074], [0.244, 0.016, -0.146], [-1.865, -1.090, 0.152], [-0.416, 0.374, -0.142], [0.097, -0.113, 0.112], [-0.006, 0.005, -0.026], [0.026, -0.023, -0.007], [0.021, -0.005, -0.027], [0.057, -0.006, 0.105], [0.096, 0.009, 0.095], [-0.068, -0.007, -0.133], [-0.013, 0.167, -0.064], [-0.219, -0.067, 0.075], [0.061, 0.026, 0.034], [0.000, -0.002, 0.046], [0.138, -0.130, -0.086], [0.178, -0.030, 0.040], [-0.074, 0.082, -0.029], [0.007, 0.049, -0.002], [0.038, -0.070, -0.027]], "mulliken_charge": [-1.3835, 0.2312, -0.6000, -1.0858, -0.0791, -0.7570, -0.2966, 1.1282, -0.6555, -0.6345, 0.6377, -0.2464, -0.2074, -0.2239, 0.3888, 0.2834, 0.3251, 0.2782, 0.0548, 0.4930, 0.3058, 0.3990, 0.4952, 0.5113, 0.4434, 0.2428, -0.0270, -1.1140, 0.1278, -0.3704, 0.8384, -0.5784, -0.2553, -0.3591, -0.9120, -0.3220, -0.2248, -1.1142, 0.2099, 0.4507, 0.2357, -0.1155, 0.3954, 0.3171, 0.3309, 0.1685, 0.3448, 0.3206, 0.2284, 0.3309, 0.3229, 0.3690, 0.3626, -0.4565, -0.6896, -0.2791, 0.9775, -0.7429, -0.3882, -0.2974, -0.9962, -0.3589, -0.2502, -1.1042, 0.2898, 0.0945, 0.2916, 0.3323, 0.3610, 0.3218, 0.3359, 0.2691, 0.3337, 0.2854, 0.2664, 0.3379, 0.3658, 0.3573, 0.3518, -0.9418, -0.2500, -0.2907, 0.7821, -0.4982, -0.3939, -0.3526, -0.9015, -0.3685, -0.2892, -1.0593, 0.1829, 0.4116, 0.2475, 0.2479, 0.3477, 0.2896, 0.3527, 0.2633, 0.2266, 0.3384, 0.2757, 0.3247, 0.3194, 0.3624, 0.3554], "total_energy_ev": -112129.65540, "homo_ev": -8.870, "charge": 0, "smiles": "CCCCP(CN)S(=O)(=O)C(F)(F)F.CCOP(=O)(OCC)OCC.CCOP(=O)(OCC)OCC.CCOP(=O)(OCC)OCC", "homo_lumo_gap_ev": 8.63}